No. 1
The following is a quantum chemistry calculation of C12H17Cl2F3IrO4 as an isolated structure, from OMol25.

- total charge = -2
- spin multiplicity = 6
- HOMO level (alpha / beta) (eV) = 1.1 / -0.7
- Kohn-Sham gap (alpha / beta) (eV) = 4.2 / 5.9
- expectation value of S² = 8.7745

```
39
C12H17Cl2F3IrO4, DFT wB97M-V/def2-TZVPD
C -2.2660 -0.4091 0.3492
C -2.0238 -1.3679 1.3382
C -1.0765 -2.3450 0.8125
C -2.5326 -1.3358 2.7220
C -0.7706 -2.0038 -0.5022
C -1.3867 -0.6873 -0.8199
C -1.8644 -0.3875 -2.1918
C -3.3162 0.6188 0.3429
C -0.4362 -3.4373 1.5887
C -0.0020 -2.8416 -1.4483
Ir 0.1425 0.5870 0.0359
Cl 0.5857 -0.3033 2.1247
Cl -0.6805 2.2064 1.5241
O 1.0454 -0.1103 -1.5019
H -3.3520 -0.6087 2.7946
H -1.7314 -1.0304 3.4191
H -2.9150 -2.3203 3.0160
H 0.1320 -3.0462 2.4458
H 0.2751 -3.9701 0.9452
H -1.1730 -4.1602 1.9622
H 0.9593 -3.1563 -1.0048
H 0.2052 -2.2581 -2.3551
H -0.5689 -3.7476 -1.7204
H -1.1041 -0.6869 -2.9125
H -2.0567 0.6826 -2.2846
H -2.7880 -0.9499 -2.3784
H -3.4336 1.0666 1.3337
H -4.2804 0.1853 0.0433
H -3.0676 1.4217 -0.3590
H 1.7969 -0.6950 -1.1550
O -0.5302 2.0050 -1.2013
H 0.1898 2.1222 -1.8506
F 4.2777 -1.0797 2.3114
C 4.1535 0.0960 1.6442
F 3.9886 1.0889 2.5418
F 5.3152 0.3253 0.9603
C 2.9870 0.0270 0.5645
O 2.9606 -1.0500 -0.0493
O 2.2260 1.0554 0.4781
```

No. 2
The following is a quantum chemistry calculation of one molecule with the formula C5H6S2, from OMol25.

- energy relative to the best compared isomer or geometry (same formula, charge and spin) (kcal per mole) = 98.62
- total charge = 0
- HOMO level (alpha / beta) (eV) = -7.5 / -7.5
- Kohn-Sham gap (alpha / beta) (eV) = 5.8 / 5.8

```
13
C5H6S2, DFT wB97M-V/def2-TZVPD
C -1.0027 -1.3164 -0.5107
C -0.0484 -0.3929 -0.9130
C -1.5142 -1.5342 0.6975
C 0.5470 0.5613 -0.3045
C 1.2891 1.7696 0.0983
S -1.1566 -0.9063 2.1869
S 1.8192 1.3039 1.8148
H -1.3940 -2.0239 -1.2216
H 0.1899 -0.3471 -2.0023
H -2.2540 -2.4150 0.7715
H 2.1964 1.9914 -0.5026
H 0.4750 2.5956 0.2523
H 0.5487 1.1299 2.1763
```

No. 3
The following is a quantum chemistry calculation of one molecule with the formula C8H16NO4PS2, from OMol25.

- energy relative to the best compared isomer or geometry (same formula, charge and spin) (kcal per mole) = 94.63
- total charge = 0
- HOMO level (eV) = -9.1
- SMILES string = NCC[C@@]1([PH2]=S)C[C@H](CC=O)CS(=O)(=O)O1
- Kohn-Sham gap (eV) = 9.4

```
32
C8H16NO4PS2, DFT wB97M-V/def2-TZVPD
N -0.0352 0.3088 4.0534
C -0.9138 0.3217 2.8857
C -0.1627 0.2998 1.5525
C -0.9851 0.3783 0.2610
P -2.3630 1.6341 0.3037
S -3.4537 1.7920 -1.2774
C -0.1162 0.7177 -0.9529
C 0.9718 -0.3360 -1.1746
C 1.9596 0.1085 -2.2836
C 3.3845 -0.1404 -1.8445
O 4.0116 0.6414 -1.1775
C 0.3418 -1.7055 -1.4893
S -1.3920 -1.8958 -1.1017
O -2.1198 -1.4227 -2.2317
O -1.6147 -3.1919 -0.5617
O -1.6449 -0.9079 0.1228
H 0.7272 -0.3475 3.9179
H 0.4006 1.2167 4.1696
H -1.5372 1.2112 2.9737
H -1.5679 -0.5498 2.9441
H 0.6022 1.0822 1.5487
H 0.3655 -0.6572 1.5056
H -1.6057 2.7698 0.6495
H -3.0584 1.3532 1.4849
H 0.3420 1.6908 -0.7662
H -0.7373 0.8139 -1.8470
H 1.5386 -0.4324 -0.2482
H 1.7605 -0.4256 -3.2130
H 1.8568 1.1799 -2.4576
H 3.8493 -1.0987 -2.1570
H 0.8684 -2.5356 -1.0231
H 0.3271 -1.8729 -2.5660
```

| no. | E_tot (eV) |
| --- | --- |
| 1 | -56942.95926 |
| 2 | -26947.64838 |
| 3 | -49193.82237 |